# 1
Density functional theory data (the ωB97M-V functional and the def2-TZVPD basis) for H41O20 as an isolated structure.

The geometry in XYZ format:
```
61
H41O20 the ωB97M-V functional and the def2-TZVPD basis
O -2.237 0.767 -0.852
O -1.474 4.799 -1.376
O -0.198 2.289 0.251
O 3.334 4.379 -0.179
O -1.404 3.514 2.153
O 1.914 -1.756 2.236
O -1.270 -4.469 -2.274
O -0.948 0.686 1.995
O 1.072 -2.537 -0.654
O -2.682 -1.451 1.632
O -1.710 -2.075 -3.891
O 4.795 -1.586 1.547
O 2.901 -1.450 -2.015
O 0.144 -4.988 0.011
O 1.883 2.586 -3.921
O 1.022 0.791 -1.826
O -0.678 1.316 5.008
O 2.209 0.507 0.671
O -3.431 1.887 2.446
O -3.181 -3.020 -0.619
H 3.186 -1.130 -1.170
H 3.389 -2.207 -2.521
H -4.054 -3.308 -0.959
H 0.719 -5.675 0.093
H 5.543 -1.407 1.185
H 0.929 2.590 -3.875
H -1.930 0.694 1.696
H -0.857 2.872 0.031
H -2.054 3.530 1.453
H 1.915 1.482 0.886
H 4.782 -2.586 1.510
H -3.612 2.319 3.334
H -0.921 -0.294 1.673
H -2.224 4.336 -1.181
H -0.736 0.743 4.270
H 2.564 5.040 -0.287
H -1.875 0.029 -1.363
H 3.700 4.526 0.727
H -2.136 -1.464 -4.428
H -0.333 -4.343 -2.308
H -1.398 4.380 2.638
H -0.883 2.197 4.605
H 2.283 -1.051 1.741
H -0.254 1.582 -0.436
H 2.312 -2.376 2.766
H -1.596 -5.385 -2.162
H 1.524 -2.034 -1.386
H -2.604 -3.459 -1.345
H 2.163 1.617 -4.396
H 1.588 0.074 -1.518
H -1.851 -3.053 -4.058
H -4.345 1.604 2.042
H -0.416 1.568 1.205
H 1.329 -2.238 0.191
H 0.566 -4.253 -0.402
H -2.425 -2.089 2.463
H -2.772 -1.971 0.824
H -2.506 0.116 -0.017
H 1.636 1.343 -2.441
H -1.698 5.655 -1.846
H 2.863 0.504 0.037
```

Computed properties:
- HOMO level: -12.88 eV
- Charge: +1
- Relative energy (zero: lowest compared OMol25 entry of this formula, charge and spin): 560.2 kJ/mol

# 2
Density functional theory data (the ωB97M-V functional and the def2-TZVPD basis) for one molecule with the formula C6H8N4O.

The geometry in XYZ format:
```
19
C6H8N4O the ωB97M-V functional and the def2-TZVPD basis
O 2.076 -1.054 -1.360
N -2.053 2.370 -1.212
N -1.824 1.554 -0.181
N 0.620 0.588 -2.380
N -1.208 2.188 -2.265
C 1.210 0.247 1.006
C -0.395 1.263 -1.878
C 1.143 -0.365 -1.317
C -0.737 0.890 -0.541
C -0.632 -1.476 0.310
C 0.187 -0.227 -0.108
H 2.262 -0.106 0.620
H -1.160 -0.997 1.092
H -0.117 -2.378 0.638
H 1.138 -0.082 2.076
H 1.165 0.817 -3.238
H -2.722 3.139 -1.312
H 1.207 1.342 1.075
H -1.308 -1.804 -0.474
```

Computed properties:
- HOMO level: -8.71 eV
- Relative energy (zero: lowest compared OMol25 entry of this formula, charge and spin): 131.1 kJ/mol